Molecular formula: C8H14BrN2O
Method: DFT, ωB97M-V/def2-TZVPD

```
26
Properties=species:S:1:pos:R:3
C 1.031 1.328 -2.777
C 1.146 0.092 -1.938
C 0.320 0.288 -0.567
C 0.531 -1.038 0.263
C -0.476 -1.040 1.367
N -0.993 -2.139 1.798
C -2.080 -2.278 2.700
Br -2.582 -4.131 2.699
O -1.948 -1.818 3.944
C -1.769 -0.459 4.064
C -1.424 0.392 3.073
N -0.880 0.152 1.836
H 1.493 0.995 -3.679
H 1.556 2.053 -2.290
H -0.013 1.662 -2.992
H 0.619 -0.794 -2.377
H 2.166 -0.428 -1.606
H -0.812 0.293 -0.812
H 0.765 1.269 -0.090
H 0.592 -2.067 -0.296
H 1.547 -1.161 0.890
H -0.660 -2.977 1.386
H -2.989 -1.732 2.248
H -1.965 -0.041 5.023
H -1.396 1.453 3.344
H -0.798 0.947 1.246
```

Computed properties:
SMILES	CCCCC1=[NH+][C@@H](Br)OC=CN1
E_LUMO	-3.7	eV
charge	+1
frontier orbital gap	9.244	eV


Molecular formula: C8H14Cl2NO
Method: DFT, ωB97M-V/def2-TZVPD

```
26
Properties=species:S:1:pos:R:3
C 0.691 -3.311 0.504
C 1.330 -2.151 0.214
C -0.606 1.366 0.973
C -1.639 0.307 1.041
C -0.035 1.318 -0.512
C 1.016 0.225 -0.676
C -1.537 2.700 1.295
C 1.375 0.301 -2.185
N 0.605 -1.069 -0.335
O -0.701 -3.287 0.515
Cl -1.474 -0.906 2.192
Cl 0.535 2.946 -0.904
H 1.273 -4.176 0.750
H 2.313 -1.916 0.296
H 0.101 1.314 1.757
H -2.546 0.188 0.360
H -0.784 1.073 -1.212
H 1.939 0.428 -0.120
H -1.620 3.160 0.310
H -1.035 3.500 1.815
H -2.324 2.334 1.857
H 0.499 0.117 -2.880
H 2.211 -0.353 -2.348
H 1.709 1.375 -2.348
H -0.274 -1.352 -0.871
H -1.022 -4.131 0.509
```

Computed properties:
E_LUMO (alpha / beta)	-6.5 / -5.4	eV
charge	+1
frontier orbital gap (alpha / beta)	4.672 / 6.496	eV


Molecular formula: C8H14CuN2P
Method: DFT, ωB97M-V/def2-TZVPD

```
26
Properties=species:S:1:pos:R:3
C 1.218 -0.032 -2.850
C 0.225 -0.050 -3.957
C -0.630 -1.202 -3.788
C -0.206 -1.799 -2.549
C 0.890 -1.000 -1.963
Cu -0.882 -0.030 -2.381
P -0.314 1.963 -1.181
H 1.967 0.719 -2.765
H 0.207 0.724 -4.719
H -1.489 -1.443 -4.440
H 1.134 -1.190 -0.901
H -0.680 -2.694 -2.095
H -1.334 2.319 -0.261
H -0.116 3.237 -1.823
H 0.899 1.976 -0.403
C -1.097 0.503 3.785
N -0.118 -0.239 2.987
C 1.033 -0.859 3.654
C -0.185 -0.085 1.686
N -0.440 0.162 0.563
H -0.886 0.348 4.846
H -2.107 0.146 3.536
H -1.060 1.579 3.545
H 1.125 -1.911 3.346
H 1.976 -0.348 3.392
H 0.868 -0.796 4.737
```

Computed properties:
expectation value of S²	0.750
E_LUMO (alpha / beta)	3.2 / 3.2	eV
spin multiplicity	2
charge	-1
frontier orbital gap (alpha / beta)	2.566 / 7.206	eV


Molecular formula: C8H14F18MgN2OP3
Method: DFT, ωB97M-V/def2-TZVPD

```
47
Properties=species:S:1:pos:R:3
Mg 0.344 -0.041 -0.013
P 1.362 -1.402 3.080
F 2.139 -2.376 2.071
F 2.732 -0.551 3.037
F 0.699 -0.671 1.779
F 0.733 -0.077 3.770
F -0.019 -2.196 3.184
F 1.913 -2.067 4.448
P -0.090 -0.015 -3.270
F 0.118 -0.641 -4.790
F 0.780 -1.208 -2.613
F 1.201 0.864 -3.600
F -0.021 0.725 -1.791
F -0.988 1.243 -3.844
F -1.402 -0.909 -2.941
P 1.079 3.195 0.351
F -0.344 2.942 -0.326
F 0.958 1.768 1.069
F 1.776 2.298 -0.789
F 2.546 3.312 0.967
F 1.338 4.476 -0.620
F 0.429 4.122 1.565
C 4.205 -0.576 -2.311
C 3.159 -0.526 -1.251
N 2.342 -0.480 -0.414
H 5.059 0.052 -2.058
H 3.773 -0.129 -3.206
H 4.469 -1.616 -2.503
C -0.814 -4.504 -0.628
C -0.663 -3.078 -0.389
N -0.627 -1.940 -0.192
H -1.777 -4.694 -1.102
H -0.843 -5.052 0.314
H 0.060 -4.925 -1.127
C -3.373 1.777 0.569
C -3.110 1.461 2.045
C -1.864 0.654 2.003
O -1.415 0.590 0.619
C -2.590 0.707 -0.201
H -3.031 2.780 0.313
H -4.433 1.902 0.348
H -3.977 0.906 2.404
H -3.100 2.360 2.661
H -2.200 -0.358 2.227
H -1.039 1.027 2.610
H -3.150 -0.225 -0.269
H -2.346 1.096 -1.189
```

Computed properties:
E_LUMO	2.1	eV
charge	-1
frontier orbital gap	10.379	eV


The calculation returns the following calculated total energy values, one per record and in order: -3071.6774 -1363.2114 -2404.3716 -3520.6122 hartree.